Entry 1:
10
Properties=species:S:1:pos:R:3:forces:R:3 method="wB97M-V/def2-TZVPD" molar_mass_da=104.13 total_energy_ha=-665.13260 spin_multiplicity=1
C -0.373112 -0.249968 0.030011 3.1 -5.5 -0.4
O 2.527217 1.417797 -0.371225 0.2 -0.3 0.7
H -0.836992 -1.257509 0.018788 -0.1 1.5 0.1
S 2.873708 0.103605 0.121110 -2.4 -1.9 -2.5
H 1.858117 -1.985695 0.405258 0.1 -0.7 0.3
H -1.391669 1.722031 0.151109 0.5 -2.1 0.3
O 4.229493 -0.342631 0.067464 0.6 0.2 0.7
C 1.686863 -1.137306 -0.227401 -1.4 4.2 1.1
C -0.499418 0.995599 0.143115 -1.1 5.2 -0.5
H 0.316212 1.714884 0.033732 0.5 -0.7 0.2

Entry 2:
10
Properties=species:S:1:pos:R:3:forces:R:3 method="wB97M-V/def2-TZVPD" molar_mass_da=104.13 total_energy_ha=-665.12680 spin_multiplicity=3
H 0.111910 -1.176790 -1.227488 -0.2 -3.1 -2.4
H 1.147418 0.102634 -0.567227 -0.5 -0.3 -0.6
H 1.201594 1.010073 1.637099 0.3 0.5 -0.2
H -0.618706 0.425541 -0.898009 0.8 -0.9 -0.1
O -0.714496 -3.207133 1.553664 0.3 -6.0 0.7
C -0.173157 -0.770605 0.873800 0.3 0.7 -0.8
S 0.670686 -0.011472 2.306079 -0.7 -0.7 -1.2
C 0.147459 -0.363455 -0.654508 -0.3 4.3 5.1
O -1.587683 -1.060730 1.121648 -2.3 3.2 -1.1
C -0.760627 -2.060307 1.285248 2.1 2.4 0.5

Entry 3:
11
Properties=species:S:1:pos:R:3:forces:R:3 method="wB97M-V/def2-TZVPD" smiles="COC(=S)C(=O)S" molar_mass_da=136.20 total_energy_ha=-1063.51650 spin_multiplicity=1
O 0.205810 0.955964 1.380269 0.4 2.3 1.1
H 1.260635 0.621627 -1.210643 0.5 0.5 0.2
C -0.819374 -0.603418 -0.024966 -0.5 -0.7 0.9
C 0.329507 1.179991 -1.208460 0.2 0.2 -1.6
O -0.660543 0.138954 -1.068701 -1.1 0.5 -1.5
S 0.991435 -1.434777 1.988485 -0.7 -1.3 -0.2
C 0.120287 -0.186367 1.124496 -0.9 -2.6 -0.4
H 0.137298 -2.470595 1.558829 0.9 1.1 0.3
H 0.211098 1.654087 -2.255776 -0.2 -0.9 1.8
S -2.012652 -1.744644 0.103870 1.1 0.8 0.0
H 0.236499 1.889177 -0.387404 0.2 0.0 -0.6